Density functional theory data (wB97M-V/def2-TZVPD) for a structure of composition C20H22F3GaN4.

## Properties
Gap between HOMO and LUMO, eV: 7.56
Multiplicity: 1
ΔE to the lowest compared entry with this formula, charge and spin, eV: 0.000
Charge: +2

CARTESIAN COORDINATES (ANGSTROEM)
Ga: 6.8872 12.3591 11.2247
C: 4.7726 14.3001 12.0219
C: 4.1414 13.4213 10.9226
N: 5.2230 12.8129 10.0558
C: 5.6361 13.6504 8.9300
C: 6.8875 14.4709 9.2313
C: 7.2550 15.6071 8.6000
C: 8.4362 16.2636 8.9933
C: 9.2055 15.7536 10.0441
C: 8.7021 14.6209 10.6734
C: 9.4420 13.8474 11.7568
N: 8.5101 13.0071 12.5660
C: 7.9935 13.5990 13.7847
C: 6.7216 14.3200 13.5159
N: 5.8160 13.4879 12.7021
N: 7.6206 13.9862 10.2492
H: 4.0732 14.7215 12.7809
H: 5.3439 15.1551 11.6494
H: 3.4549 14.0375 10.3216
H: 3.6423 12.5573 11.4120
H: 4.8287 11.9519 9.6669
H: 4.8163 14.3213 8.6151
H: 5.7951 13.0541 8.0412
H: 6.6805 15.9889 7.7882
H: 8.7536 17.1381 8.4531
H: 10.1477 16.2276 10.4075
H: 10.0478 14.5157 12.4190
H: 10.1541 13.1699 11.3246
H: 9.0402 12.1768 12.7922
H: 8.6807 14.3061 14.2298
H: 7.8137 12.7914 14.5017
H: 6.8257 15.2645 12.9589
H: 6.1738 14.6209 14.4521
H: 5.3839 12.7667 13.2916
F: 9.6324 5.3174 5.8841
C: 8.3675 5.6308 6.1418
F: 7.7458 4.4684 6.3507
F: 7.8978 6.1307 4.9892
C: 8.2011 6.6143 7.2882
C: 7.0489 6.6419 8.0412
C: 6.8443 7.6217 8.9644
C: 7.8529 8.5801 9.1375
C: 9.0532 8.4898 8.4203
C: 9.1933 7.5405 7.4528
C: 7.5830 9.6456 9.9819
C: 7.2832 10.5931 10.7086
H: 6.2936 5.8690 7.8717
H: 5.9478 7.8120 9.5617
H: 9.7965 9.2885 8.5158
H: 10.1114 7.4290 6.8382